Formula: C13H19CsN4O5
Source: the OMol25 dataset
Level of theory: the ωB97M-V functional and the def2-TZVPD basis

XYZ file:
```
42
Properties=species:S:1:pos:R:3:forces:R:3:lowdin_charge:R:1
Cs 0.3333 0.7073 -0.4655 0.4 0.3 -0.4 1.159
O -2.5118 -1.0093 2.8508 0.0 0.0 0.0 -0.052
C -1.6628 -0.9037 1.9532 0.1 0.0 0.1 -0.675
O -1.8868 -0.7773 0.6992 -0.2 0.0 0.1 -0.255
C -0.1463 -0.9150 2.2856 -0.1 -0.1 0.0 -0.754
O 0.4152 -2.0301 2.3317 0.0 0.0 0.0 -0.071
O 0.4107 0.2207 2.3606 0.0 0.0 0.1 -0.239
N 4.0742 2.3524 -3.9533 0.0 0.0 0.0 0.047
C 2.7751 2.5315 -3.3226 0.1 -0.1 -0.1 -0.798
N 1.9137 3.3414 -3.9020 -0.1 0.0 0.1 0.007
O 2.5989 1.8608 -2.2808 -0.1 0.1 0.0 -0.206
H 4.4374 3.2234 -4.3153 0.0 0.0 0.0 0.037
H 4.7094 1.9669 -3.2681 0.0 0.0 0.0 0.046
H 2.3062 3.6987 -4.7677 0.0 0.0 0.0 -0.017
H 0.3788 3.9047 -2.6830 0.0 0.1 0.1 -0.015
C -2.2187 -4.2468 -1.2853 0.0 0.0 0.0 -0.018
N -1.6848 -3.2680 -2.2092 0.0 0.0 0.0 -0.138
C -1.5953 -3.3396 -3.5788 0.1 0.0 0.0 -0.108
C -1.0002 -2.1711 -3.9662 0.0 0.0 0.1 -0.176
N -0.7295 -1.3892 -2.8707 0.0 -0.1 0.0 0.030
C -1.1529 -2.0798 -1.8360 0.0 -0.2 0.0 -0.204
H -2.8267 -4.9655 -1.8328 0.0 0.0 0.0 0.077
H -2.8317 -3.7427 -0.5401 0.0 0.0 0.0 0.098
H -1.4161 -4.7741 -0.7691 0.0 0.0 0.0 0.091
H -1.9529 -4.1917 -4.1319 0.0 0.0 0.0 0.093
H -0.7542 -1.8467 -4.9651 0.0 0.0 0.0 0.084
H -1.1413 -1.7969 -0.7844 -0.1 0.2 0.0 0.067
C -3.0576 5.3742 -0.0395 0.0 0.0 0.0 -0.069
C -1.8595 4.4759 0.2938 0.0 0.0 0.0 -0.629
C -1.0260 5.1254 1.4071 0.0 0.0 0.0 -0.057
C -2.3609 3.1043 0.7713 0.0 0.0 -0.1 -0.051
C -1.0189 4.3089 -0.9068 0.0 0.0 0.0 -0.129
C -0.3104 4.1363 -1.8659 0.0 -0.1 0.1 0.116
H -3.6862 5.5029 0.8461 0.0 0.0 0.0 0.076
H -3.6602 4.9273 -0.8314 0.0 0.0 0.0 0.081
H -2.7223 6.3570 -0.3773 0.0 0.0 0.0 0.077
H -1.6369 5.2515 2.3050 0.0 0.0 0.0 0.079
H -0.6550 6.1030 1.0919 0.0 0.0 0.0 0.079
H -0.1712 4.4974 1.6577 0.0 0.0 0.0 0.090
H -2.9853 3.2212 1.6598 0.0 0.0 0.0 0.089
H -1.5362 2.4434 1.0357 0.0 0.0 0.1 0.042
H -2.9486 2.6120 -0.0041 0.0 0.0 0.0 0.094
```
Positions in Å, forces in eV/Å.

Values from the calculation:
energy	-30536.407	eV
HOMO-LUMO gap	5.443	eV
energy above the lowest of the compared OMol25 structures with the same formula, charge and spin	0.0	kcal/mol
net charge	-2
HOMO energy	-1.1	eV